Entry from the OMol25 dataset: C4H11NS in the gas phase (wB97M-V/def2-TZVPD).

The calculation puts the HOMO energy at -8.90 eV. As for the total energy: -611.90647 Eh. For the frontier orbital gap, the calculation gives 9.8 eV. The SMILES is CCNCCS. Its charge is 0. The relative energy (zero: lowest compared OMol25 entry of this formula, charge and spin) is 93.6 kJ/mol.

```
17
Properties=species:S:1:pos:R:3:forces:R:3:lowdin_charge:R:1
H -1.0590 -1.2146 -0.3686 -0.004 0.261 -0.046 0.11
S 2.2770 2.0409 -1.4596 -0.085 0.854 0.019 0.67
H 0.5015 -1.7229 0.2384 0.488 0.778 -0.464 0.10
H 1.8937 3.0930 -2.2102 -0.131 -0.126 0.210 -0.16
C 0.7756 1.0015 -1.4505 1.331 -0.139 0.852 -0.55
H -1.6909 -1.2283 2.1580 -0.379 -0.463 -0.078 0.07
C -0.3095 1.1499 -0.3697 -0.114 0.366 0.220 -0.29
C -0.3757 -1.1086 0.4746 -0.719 -1.521 1.247 -0.31
H -0.2319 -2.1568 2.4234 0.077 0.389 -0.212 0.07
H -0.4258 2.1829 -0.0337 0.098 0.017 -0.189 0.11
C -0.9831 -1.8944 1.6622 0.620 0.497 0.433 -0.11
H -1.3664 -2.8674 1.3756 -0.530 0.057 -0.246 0.06
H 1.3980 0.1290 -1.1918 -1.075 -0.606 -0.643 0.04
H 0.3633 1.0002 -2.4541 0.082 -0.432 -0.004 0.07
H 0.6877 0.4329 1.2515 -0.169 0.113 0.208 0.11
N -0.2351 0.3033 0.8416 0.901 -0.165 -1.476 -0.07
H -1.2194 0.8595 -0.8870 -0.390 0.119 0.169 0.10
```
Forces are in eV/Å.